Entry 1:
# C3H11N3O

A structure of composition C3H11N3O at a distorted geometry (wB97M-V/def2-TZVPD, the OMol25 dataset).

The geometry in ORCA input format:
```
! RIJCOSX wB97M-V def2-TZVPD def2/J DEFGRID3
* xyz 0 1
C 1.979 -0.103 -0.663
N 1.394 1.008 -0.166
N 1.669 1.273 1.154
H -0.060 0.612 -0.163
H 1.656 0.452 1.760
H 1.000 1.940 1.513
H 2.774 -0.569 -0.080
H 0.898 -1.074 -0.568
H 2.174 -0.057 -1.729
C -2.201 0.221 -0.548
C -0.906 -0.273 0.074
O -0.958 -0.242 1.489
N -0.325 -1.431 -0.397
H -0.912 -1.164 1.775
H -0.605 -1.614 -1.356
H -2.998 -0.503 -0.368
H -2.084 0.353 -1.624
H -2.496 1.170 -0.104
*
```

Computed properties:
- Orbital gap: 9.1874 eV
- Molar mass: 105.1 g/mol
- HOMO energy: -8.75 eV
- Energy: -360.2802 Eh
- Energy above the lowest of the compared OMol25 structures with the same formula, charge and spin: 98.6 kcal/mol

Here are the natural (NBO) charges for atoms 1 to 5, given in e:
1. C -0.392
2. N -0.199
3. N -0.609
4. H 0.202
5. H 0.350

---

Entry 2:
# C3H11N3O

A cluster of 2 separate species, C3H11N3O in total (wB97M-V/def2-TZVPD, the OMol25 dataset).

The geometry in ORCA input format:
```
! RIJCOSX wB97M-V def2-TZVPD def2/J DEFGRID3
* xyz 0 1
C 0.390 -1.645 1.567
N 0.557 -0.971 0.303
O 1.733 -1.616 -0.261
H 1.843 -1.165 -1.106
H -0.679 -0.426 -0.549
H 1.304 -1.601 2.177
H 0.119 -2.705 1.453
H -0.421 -1.151 2.111
C -0.422 0.845 -2.199
N -0.889 1.450 1.329
C -0.282 1.274 0.132
N -0.939 0.627 -0.848
H -0.309 1.622 2.136
H -1.722 0.905 1.495
H 0.611 1.864 -0.051
H 0.670 0.729 -2.263
H -0.881 0.118 -2.869
H -0.681 1.843 -2.556
*
```

Computed properties:
- Orbital gap (spin up / spin down): 7.4908 / 7.4938 eV
- Molar mass: 105.1 g/mol
- HOMO energy (spin up / spin down): -6.58 / -6.58 eV
- Energy: -360.2484 Eh
- Energy above the lowest of the compared OMol25 structures with the same formula, charge and spin: 118.6 kcal/mol

Here are the natural (NBO) charges for atoms 1 to 5, given in e:
1. C -0.444
2. N -0.444
3. O -0.628
4. H 0.451
5. H 0.430

---

Entry 3:
# C3H11N3OS

A structure of composition C3H11N3OS at a distorted geometry (wB97M-V/def2-TZVPD, the OMol25 dataset).

The geometry in ORCA input format:
```
! RIJCOSX wB97M-V def2-TZVPD def2/J DEFGRID3
* xyz 0 1
C 2.676 -0.104 -0.402
C -2.309 0.008 -0.589
C -0.471 -1.310 0.591
N 2.113 0.126 0.794
N -1.063 2.499 0.416
N -1.029 -0.028 0.053
O 0.572 1.451 -1.135
S 0.095 1.215 0.226
H 2.344 -1.050 -0.846
H 3.745 0.221 -0.455
H 2.096 0.677 -0.987
H -2.504 1.097 -0.825
H -2.261 -0.350 -1.553
H -3.084 -0.450 0.031
H -0.599 -2.171 -0.062
H 0.641 -1.047 0.699
H -0.890 -1.514 1.563
H -0.799 3.071 1.133
H -1.088 3.109 -0.302
*
```

Computed properties:
- Orbital gap (spin up / spin down): 7.9689 / 7.8992 eV
- Molar mass: 137.2 g/mol
- HOMO energy (spin up / spin down): -8.55 / -8.17 eV
- Energy: -758.3541 Eh
- Energy above the lowest of the compared OMol25 structures with the same formula, charge and spin: 161.9 kcal/mol

Here are the natural (NBO) charges for atoms 1 to 5, given in e:
1. C -0.613
2. C -0.410
3. C -0.443
4. N -0.262
5. N -1.009

---

Entry 4:
# C3H11N3P

A cluster of 2 separate species, C3H11N3P in total at a distorted geometry (wB97M-V/def2-TZVPD, the OMol25 dataset).

The geometry in ORCA input format:
```
! RIJCOSX wB97M-V def2-TZVPD def2/J DEFGRID3
* xyz 1 1
C -2.521 -0.355 0.358
C 2.312 -0.798 0.188
C 0.925 1.674 -0.045
N -1.378 -0.024 -0.089
N -3.505 0.533 0.391
N -0.320 -0.797 0.221
P 1.048 0.188 1.020
H -2.883 -1.368 0.623
H 3.217 -0.167 0.010
H 1.968 -1.066 -0.761
H 2.911 -1.584 0.660
H 1.724 2.375 0.275
H -0.141 2.260 0.096
H 1.059 1.553 -1.133
H -4.435 0.199 0.534
H -3.291 1.397 0.077
H 0.220 -1.541 -1.043
H -0.485 -1.608 0.769
*
```

Computed properties:
- Orbital gap: 8.7542 eV
- Molar mass: 120.1 g/mol
- HOMO energy: -13.50 eV
- Energy: -626.1468 Eh
- Energy above the lowest of the compared OMol25 structures with the same formula, charge and spin: 56.9 kcal/mol

Here are the natural (NBO) charges for atoms 1 to 5, given in e:
1. C 0.314
2. C -1.007
3. C -0.998
4. N -0.419
5. N -0.708

---

Entry 5:
# C3H11N3S

An isolated molecule of C3H11N3S at a distorted geometry (wB97M-V/def2-TZVPD, the OMol25 dataset).

The geometry in ORCA input format:
```
! RIJCOSX wB97M-V def2-TZVPD def2/J DEFGRID3
* xyz 0 1
C -0.120 1.579 1.384
C 0.888 0.243 -0.581
C -0.031 0.227 0.660
N -1.592 -0.743 -1.291
N 1.373 -1.114 -0.697
N -2.099 -1.553 1.232
S -1.856 -0.239 0.133
H -0.817 1.276 2.256
H 0.851 1.725 1.786
H -0.547 2.311 0.712
H 0.301 0.435 -1.504
H 0.558 -1.853 -0.632
H 1.756 0.975 -0.530
H 0.303 -0.540 1.283
H -2.380 -1.172 -1.781
H 2.070 -1.340 0.094
H -1.556 -2.419 1.243
H -1.893 -1.093 2.216
*
```

Computed properties:
- Orbital gap: 9.0780 eV
- Molar mass: 121.2 g/mol
- HOMO energy: -8.32 eV
- Energy: -683.2418 Eh
- Energy above the lowest of the compared OMol25 structures with the same formula, charge and spin: 77.6 kcal/mol

Here are the natural (NBO) charges for atoms 1 to 5, given in e:
1. C -0.625
2. C -0.264
3. C -0.322
4. N -1.202
5. N -0.847

---

Entry 6:
# C3H11N4

The ion C3H11N4 with charge +1 at a distorted geometry (wB97M-V/def2-TZVPD, the OMol25 dataset).

The geometry in ORCA input format:
```
! RIJCOSX wB97M-V def2-TZVPD def2/J DEFGRID3
* xyz 1 1
C -0.899 0.463 -1.975
N -0.369 -0.143 -0.803
C -1.518 -0.384 0.087
N 0.597 0.804 -0.159
N 1.085 0.478 1.061
C 1.769 -0.606 1.308
N 2.330 -0.796 2.475
H -1.683 1.133 -1.694
H -0.086 0.884 -2.529
H -1.349 -0.244 -2.606
H -1.788 0.530 0.632
H -2.273 -0.718 -0.603
H -1.374 -1.188 0.815
H 0.134 1.638 0.001
H 1.312 1.085 -0.853
H 1.861 -1.344 0.511
H 2.867 -1.620 2.682
H 2.544 -0.035 3.151
*
```

Computed properties:
- Orbital gap: 10.9849 eV
- Molar mass: 103.1 g/mol
- HOMO energy: -14.11 eV
- Energy: -339.5890 Eh
- Energy above the lowest of the compared OMol25 structures with the same formula, charge and spin: 82.0 kcal/mol
- Structure (SMILES): CN(C)[NH2+]/N=C/N

Here are the natural (NBO) charges for atoms 1 to 5, given in e:
1. C -0.447
2. N -0.248
3. C -0.447
4. N -0.198
5. N -0.435